Entry one
Computed, not measured: C4H8OS2 in the gas phase, with ωB97M-V/def2-TZVPD.

Atoms and positions in Å:
O: 0.022 -1.487 1.617
C: 0.117 -0.645 0.508
C: -1.145 -0.206 -0.262
S: -1.703 -1.130 -1.704
C: -0.426 1.136 -0.543
C: 0.463 0.841 0.688
S: 2.190 1.407 0.577
H: -0.601 -1.116 2.226
H: 0.841 -1.118 -0.181
H: -1.971 -0.018 0.432
H: -2.039 -2.227 -1.004
H: 0.144 1.103 -1.461
H: -1.008 2.023 -0.553
H: 0.019 1.233 1.578
H: 2.585 0.829 1.721

Lowest unoccupied orbital energy ... 0.7 eV
HOMO-LUMO gap ... 9.58 eV
Net charge ... 0

Entry two
Computed, not measured: C4H8OS2 in the gas phase, with ωB97M-V/def2-TZVPD.

Atoms and positions in Å:
C: 2.244 -0.894 -0.948
S: 0.659 -1.260 -1.848
S: -0.734 -1.762 -0.445
C: -1.640 -0.226 -0.107
C: -0.781 0.988 0.264
C: -0.569 1.086 1.762
O: 0.376 0.688 2.383
H: 2.033 -0.236 -0.121
H: 2.832 -0.510 -1.777
H: 2.653 -1.862 -0.680
H: -2.116 0.024 -1.060
H: -2.462 -0.455 0.567
H: -1.279 1.898 -0.072
H: 0.184 0.973 -0.238
H: -1.398 1.546 2.322

Lowest unoccupied orbital energy ... 0.8 eV
HOMO-LUMO gap ... 9.76 eV
Net charge ... 0

Entry three
Computed, not measured: a 2-piece molecular cluster, C4H8OS2 overall, with ωB97M-V/def2-TZVPD.

Atoms and positions in Å:
C: 2.235 -3.160 -0.184
C: 2.403 -1.858 -0.248
C: 2.649 -0.605 -0.406
H: 2.973 -3.814 -0.500
H: 1.320 -3.462 0.150
H: 2.306 -0.190 -1.343
H: 3.041 0.154 0.331
C: -4.505 0.922 -1.558
S: -3.998 0.242 0.071
S: -2.099 -0.228 -0.166
O: -1.186 1.041 0.353
H: -3.701 1.553 -1.815
H: -5.421 1.428 -1.270
H: -4.587 0.164 -2.225
H: -0.407 0.824 0.902

Lowest unoccupied orbital energy ... 0.7 eV
HOMO-LUMO gap ... 9.26 eV
Net charge ... 0

Most favorable structure: entry two. The second most favorable one is 34.4 kJ/mol above it.

Entry one
Computed, not measured: a 2-piece molecular cluster, CH2N3O3 overall, with ωB97M-V/def2-TZVPD.

Atoms and positions in Å:
C: -0.676 0.904 0.274
N: -0.381 1.324 1.323
N: -1.108 0.542 -0.935
N: 1.033 -0.795 0.514
O: 1.353 -0.196 -0.513
O: 0.053 -1.572 0.470
O: 1.713 -0.684 1.557
H: -0.646 0.953 -1.741
H: -1.340 -0.477 -0.949

Lowest unoccupied orbital energy ... 4.2 eV
HOMO-LUMO gap ... 8.53 eV
Net charge ... -1

Entry two
Computed, not measured: an isolated ion of composition CH2N3O3 and charge -1, with ωB97M-V/def2-TZVPD.

Atoms and positions in Å:
O: 2.821 0.222 0.077
N: 1.516 -0.048 -0.135
C: 0.386 0.509 0.173
N: -0.229 1.640 0.599
O: -1.485 1.107 0.081
N: -0.808 -0.007 -0.448
O: -1.247 -1.280 0.094
H: 1.265 -0.965 -0.460
H: -2.219 -1.179 0.019

Lowest unoccupied orbital energy ... 3.8 eV
HOMO-LUMO gap ... 6.13 eV
Net charge ... -1

Most favorable structure: entry one. The second most favorable one is 394.4 kJ/mol above it.

Entry one
Computed, not measured: a 2-piece molecular cluster, C3H11N2OP overall, with ωB97M-V/def2-TZVPD.

Atoms and positions in Å:
C: -1.849 0.915 -0.575
C: -2.008 -1.229 0.239
C: 2.070 1.420 0.458
N: 2.024 -1.411 0.323
N: -1.193 -0.076 0.267
O: 2.065 0.052 -1.852
P: 1.572 -0.069 -0.512
H: -1.787 0.576 -1.618
H: -2.998 0.903 -0.332
H: -1.419 1.982 -0.460
H: -3.031 -1.026 0.663
H: -2.392 -1.449 -0.777
H: -1.627 -2.075 0.875
H: 1.786 1.351 1.570
H: 3.192 1.391 0.501
H: 1.533 2.342 0.127
H: 2.492 -2.095 -0.091
H: 1.574 -1.502 1.195

Lowest unoccupied orbital energy (spin up / spin down) ... 0.1 / -0.2 eV
HOMO-LUMO gap (spin up / spin down) ... 8.96 / 6.88 eV
Net charge ... 0

Entry two
Computed, not measured: a 2-piece molecular cluster, C3H11N2OP overall, with ωB97M-V/def2-TZVPD.

Atoms and positions in Å:
C: -3.034 0.100 0.170
C: 1.834 -1.316 -1.243
C: -1.637 0.174 0.811
N: 3.215 1.594 0.439
N: -0.609 0.124 -0.235
O: 0.882 -1.286 1.379
P: 0.932 -0.476 0.160
H: -3.271 -0.829 -0.460
H: -3.822 0.018 1.008
H: -3.188 1.072 -0.341
H: 2.837 -1.677 -0.825
H: 1.597 -2.232 -1.695
H: 1.972 -0.589 -2.018
H: -1.531 1.229 1.257
H: -1.422 -0.755 1.337
H: 2.730 2.261 -0.163
H: 3.251 1.940 1.442
H: -0.737 0.648 -1.023

Lowest unoccupied orbital energy (spin up / spin down) ... -0.3 / -0.3 eV
HOMO-LUMO gap (spin up / spin down) ... 9.60 / 7.19 eV
Net charge ... 0

Most favorable structure: entry one. The second most favorable one is 26.3 kJ/mol above it.

Entry one
Computed, not measured: a 2-piece molecular cluster, C7H14O overall, with ωB97M-V/def2-TZVPD.

Atoms and positions in Å:
C: 0.403 1.390 2.189
C: 0.290 1.382 0.712
C: -0.199 0.097 0.168
C: -1.445 -0.405 0.321
C: 0.807 -0.460 -0.841
C: 1.180 -1.930 -0.839
C: 1.459 -2.817 0.165
H: -0.352 0.815 2.620
H: 1.427 0.988 2.559
H: 0.328 2.435 2.659
H: 1.326 1.625 0.469
H: -0.216 2.190 0.297
H: -1.824 -1.423 -0.037
H: -2.116 0.351 0.851
H: 1.820 0.016 -0.602
H: 0.450 -0.122 -1.828
H: 1.186 -2.330 -1.833
H: 1.749 -3.741 -0.162
H: 1.411 -2.619 1.217
H: -1.433 2.468 -1.634
H: -1.738 1.140 -2.190
O: -2.124 1.833 -1.706

Lowest unoccupied orbital energy (spin up / spin down) ... -4.4 / -8.5 eV
HOMO-LUMO gap (spin up / spin down) ... 9.84 / 5.34 eV
Multiplicity ... 2
Net charge ... +1

Entry two
Computed, not measured: an isolated ion of composition C7H14O and charge +1, with ωB97M-V/def2-TZVPD.

Atoms and positions in Å:
C: -1.082 1.762 -1.308
O: -1.841 2.907 -1.380
C: 0.194 1.879 -0.461
C: 1.152 0.653 -0.634
C: 0.465 -0.687 -0.236
C: 1.219 -1.517 0.851
C: 0.521 -2.712 1.311
C: -0.497 -2.960 2.179
H: -1.760 1.050 -0.708
H: -0.993 1.184 -2.215
H: -1.452 3.784 -1.212
H: -0.063 1.877 0.624
H: 0.775 2.756 -0.673
H: 1.344 0.563 -1.742
H: 2.167 0.766 -0.304
H: 0.423 -1.393 -1.056
H: -0.562 -0.454 -0.001
H: 2.232 -1.721 0.477
H: 1.440 -0.917 1.784
H: 1.069 -3.589 0.976
H: -0.597 -3.855 2.773
H: -1.189 -2.139 2.395

Lowest unoccupied orbital energy (spin up / spin down) ... -5.2 / -9.0 eV
HOMO-LUMO gap (spin up / spin down) ... 7.68 / 3.87 eV
Multiplicity ... 2
Net charge ... +1

Most favorable structure: entry two. The second most favorable one is 24.1 kJ/mol above it.